The following is a quantum chemistry calculation of a single C24H32N6O2 molecule, from the OMol25 dataset.

```
64
Properties=species:S:1:pos:R:3:forces:R:3:lowdin_charge:R:1
H 2.261 -0.919 -0.128 -0.19 -0.02 -0.01 0.1203
H 2.238 -0.881 -2.485 0.02 0.03 -0.08 0.1088
H 2.250 0.694 -3.300 0.04 -0.07 -0.06 0.1229
C -2.414 -0.276 -0.018 0.16 -0.23 0.50 -0.4788
H 3.838 0.682 1.719 0.27 -0.04 -0.02 0.1088
N -2.426 -0.565 -1.341 -0.09 -0.26 -0.53 0.1635
H 2.292 -3.807 -2.802 0.04 -0.01 -0.09 0.1086
H 0.511 4.419 4.948 -0.05 0.07 0.09 0.0760
H -4.492 2.028 -4.535 -0.11 0.12 -0.16 0.0956
H 0.276 2.237 6.225 -0.05 0.06 0.10 0.0758
C 0.405 -3.514 -1.858 -0.19 0.03 0.09 -0.0193
H -0.415 1.237 1.733 -0.30 0.02 -0.06 0.1147
N 2.509 1.585 3.040 0.52 0.28 0.59 0.0921
C -2.778 0.351 -2.348 -0.43 0.12 -0.11 -0.2357
H -0.103 -3.458 1.496 -0.08 0.04 0.07 0.1097
H -4.963 0.202 -2.556 -0.16 -0.12 0.11 0.0976
C 0.768 1.716 5.409 -0.13 0.06 -0.20 -0.0550
C -0.287 -3.403 -0.653 0.17 0.02 -0.18 -0.2660
C 1.003 3.883 4.142 -0.15 -0.18 -0.06 -0.0526
C 1.752 0.097 -2.530 -0.11 -0.13 -0.14 -0.1753
N 1.953 0.771 -1.265 0.21 0.05 0.10 -0.1496
C -0.459 1.260 -2.868 0.47 -0.01 0.30 -0.2420
C 0.641 1.196 1.917 0.22 -0.20 -0.19 -0.0117
N -1.887 1.099 -3.048 -0.40 -0.25 0.04 -0.0629
C 2.819 0.932 1.938 -0.38 -0.02 -0.13 -0.0898
H 2.077 3.891 4.310 0.08 0.03 0.03 0.0749
C -0.175 2.035 -1.577 0.33 -0.05 -0.13 -0.0947
C 1.331 2.079 -1.299 -0.17 0.19 0.02 -0.1722
C 1.773 -3.731 0.529 0.11 -0.03 -0.06 -0.0822
N 1.188 1.740 3.019 -0.11 -0.31 -0.57 -0.1463
O -1.638 -3.187 -0.775 0.20 -0.17 -0.21 -0.0810
H 0.391 0.696 5.367 -0.02 -0.10 0.02 0.0769
C 1.768 -3.725 -1.861 -0.04 0.01 0.00 -0.0864
H 1.520 2.580 -0.349 0.01 0.07 -0.12 0.1148
H -3.444 -2.918 0.026 0.13 -0.04 0.09 0.1372
H -1.060 -1.370 1.186 -0.06 0.05 0.04 0.1032
H -0.564 3.050 -1.674 -0.09 0.01 0.03 0.1275
H 0.792 4.390 3.203 0.00 0.08 -0.07 0.0784
H 2.301 -3.814 1.467 0.04 0.00 0.08 0.1094
C 0.511 2.438 4.088 0.05 0.35 0.59 -0.3756
H -0.559 2.418 3.852 0.18 -0.05 -0.05 0.1448
H -0.689 1.567 -0.739 -0.08 0.01 0.01 0.0836
H 3.529 -3.985 -0.667 0.10 -0.02 0.00 0.1032
C -2.406 -2.851 0.366 -0.15 0.12 0.46 -0.1766
C -4.028 0.619 -2.869 0.28 -0.05 0.12 -0.0009
C 1.576 -0.064 -0.127 0.00 0.01 -0.04 -0.1453
C -2.116 -1.452 0.910 -0.01 -0.11 -0.22 -0.0593
O -2.562 0.842 0.427 -0.08 0.20 0.11 0.0603
C 1.673 0.652 1.176 -0.21 -0.11 0.07 -0.2031
H 1.832 2.649 -2.088 0.01 0.06 0.03 0.1240
H -2.699 -1.295 1.820 0.04 0.03 -0.04 0.1340
H -0.184 -0.777 -2.195 0.00 0.00 -0.07 0.0752
H 0.194 -0.523 -3.899 -0.06 -0.05 -0.03 0.1235
H -2.261 -3.594 1.159 -0.04 0.06 -0.11 0.1260
H 1.838 1.684 5.598 0.08 0.00 0.05 0.0738
H -0.149 -3.436 -2.781 -0.08 0.02 -0.11 0.1215
C 0.271 -0.085 -2.902 0.21 0.15 0.04 -0.1131
C 0.404 -3.520 0.546 -0.34 0.02 0.07 -0.0276
N -2.503 1.829 -3.970 0.25 0.55 -0.53 0.0815
C 2.461 -3.828 -0.666 0.14 -0.03 0.09 -0.0996
H 0.551 -0.457 -0.222 0.03 -0.09 -0.01 0.1022
C -3.789 1.555 -3.879 -0.04 -0.21 0.21 -0.1515
H -0.136 1.866 -3.723 -0.09 -0.11 0.11 0.1522
H -2.310 -1.533 -1.621 0.09 0.17 0.12 0.1316
```
Positions in Å, forces in eV/Å.

Calculated values
SMILES string: CC(C)n1cc(CN2CCC(n3nccc3NC(=O)CCOc3ccccc3)CC2)cn1
Orbital gap (eV): 8.8
Energy (eV): -38443.03332
HOMO (eV): -8.251
Multiplicity: 1
Energy above the lowest of the compared OMol25 structures with the same formula, charge and spin (kcal/mol): 59.6

---

The following is a quantum chemistry calculation of a single C6H11N molecule at a distorted geometry, from the OMol25 dataset.

```
18
Properties=species:S:1:pos:R:3:forces:R:3:lowdin_charge:R:1
N 0.534 -2.653 -0.289 0.99 1.15 0.16 0.0605
H 0.455 -3.348 0.432 -0.18 -0.26 -0.27 0.0768
H 1.402 0.379 -2.475 0.25 0.31 -0.03 0.0691
H -0.201 1.759 -0.722 0.20 0.13 0.45 0.1090
C -1.743 2.242 1.385 0.13 -0.80 -0.68 -0.1092
H -2.764 2.408 1.030 0.06 0.31 0.01 0.0690
C 0.583 -0.204 -0.556 -0.76 -0.03 1.07 -0.3066
H -1.716 0.043 1.278 0.43 -0.31 0.28 0.0874
H 0.274 -1.276 1.270 -0.67 0.20 -0.20 0.1099
H 2.353 -0.718 -1.503 0.55 0.35 -0.06 0.0707
C 0.484 -1.342 0.197 -0.16 -0.49 -0.05 -0.1688
C -0.358 0.832 -0.154 1.44 1.33 0.18 -0.1235
H -1.037 2.979 1.020 -0.32 0.56 0.09 0.0623
H -0.075 -2.731 -1.084 0.14 -0.59 -0.04 0.0886
H 2.253 1.051 -1.044 0.10 -0.07 0.05 0.0780
H -1.770 2.264 2.474 0.12 -0.03 0.01 0.0667
C 1.742 0.184 -1.454 -1.45 -1.61 -0.94 -0.0649
C -1.226 0.914 0.865 -0.87 -0.13 -0.03 -0.1748
```
Positions in Å, forces in eV/Å.

Calculated values
SMILES string: C/C=C/C(C)=C/N
Orbital gap (eV): 7.8
Energy (eV): -7888.10669
HOMO (eV): -6.959
Multiplicity: 1
Energy above the lowest of the compared OMol25 structures with the same formula, charge and spin (kcal/mol): 55.9

---

The following is a quantum chemistry calculation of 2 unconnected molecules or ions with the total composition C4H10NO3 at a distorted geometry, from the OMol25 dataset.

```
18
Properties=species:S:1:pos:R:3:forces:R:3:lowdin_charge:R:1
H 2.076 -1.194 0.730 -0.20 -0.01 -0.13 0.0656
H -2.384 -2.157 -0.892 -0.10 0.26 0.10 0.0140
N 1.841 0.943 0.784 0.32 -0.44 0.25 -0.0981
H -0.535 2.790 -0.504 0.16 0.05 -0.24 0.0683
H 1.203 2.797 -0.907 0.03 -0.03 0.98 0.0645
O -3.337 -2.019 -1.020 -0.04 -0.13 -0.10 -0.1110
O 0.421 -0.820 -1.064 0.25 -0.09 -0.33 -0.0532
C 0.431 1.094 0.382 1.12 -0.59 -0.59 -0.3472
H -0.112 1.334 1.286 -0.26 0.35 0.12 0.1172
H 2.462 0.961 -0.013 -0.30 0.27 -0.46 0.0858
H -3.442 -1.158 -0.598 0.20 -0.08 0.04 0.0095
H 3.146 -0.327 1.828 -0.28 0.06 0.13 0.0638
H 1.401 -0.528 2.213 0.12 0.03 0.11 0.0791
C 2.125 -0.346 1.417 0.22 0.07 0.26 -0.1527
O -1.279 -0.558 0.383 -0.01 -0.05 -0.13 -0.0751
C 0.333 2.153 -0.707 -0.36 0.78 -0.45 -0.0725
H 0.222 1.724 -1.697 -0.43 -0.53 -0.02 0.0670
C -0.195 -0.227 -0.165 -0.46 0.09 0.46 -0.7250
```
Positions in Å, forces in eV/Å.

Calculated values
Net charge: -1
Orbital gap (eV): 8.3
Energy (eV): -11944.45647
HOMO (eV): -4.189
Multiplicity: 1
Energy above the lowest of the compared OMol25 structures with the same formula, charge and spin (kcal/mol): 21.7

---

The following is a quantum chemistry calculation of a molecular structure, C23H26F6N3O6PS3Se2Te2Zr at a distorted geometry, from the OMol25 dataset.

```
73
Properties=species:S:1:pos:R:3:forces:R:3:lowdin_charge:R:1
H -1.233 2.121 -4.957 0.00 0.01 0.00 0.0660
Te -5.134 0.360 -1.595 -0.29 -0.18 -0.48 0.2773
H -1.278 -1.412 6.698 0.00 0.00 0.00 0.1142
C -0.544 -1.284 -3.931 -0.04 0.09 -0.07 -0.3955
C 4.151 -0.623 -0.510 0.03 0.02 -0.02 -0.6753
C -2.109 1.538 -4.668 -0.02 0.00 0.03 -0.1217
C 2.838 4.635 1.754 0.05 -0.01 0.00 -0.0676
O 1.563 -0.376 -0.343 -0.57 0.07 0.30 -0.4169
C 0.459 4.361 1.540 0.01 0.00 0.00 -0.0439
C -3.010 -3.260 3.496 -0.06 -0.07 0.05 -0.0214
H -2.939 0.462 -3.021 -0.08 0.00 0.04 -0.1394
O -1.897 2.601 1.901 0.11 0.07 0.11 -0.2498
O 2.798 -0.848 1.746 0.07 0.02 -0.03 -0.2321
C -2.068 1.074 -3.217 0.04 0.44 -0.06 -0.4816
H 0.706 1.386 -4.129 0.02 0.00 0.00 0.0681
F 5.117 -1.500 -0.289 -0.02 0.01 0.02 0.1654
C 1.214 -4.966 -0.119 0.05 -0.08 0.03 -0.6842
P -0.667 0.077 -2.694 0.58 -0.04 -0.16 0.9013
H 1.309 -0.842 -4.999 0.01 0.00 0.00 0.0662
H -3.129 -3.038 1.356 -0.04 -0.03 -0.01 -0.0065
F 3.925 -0.526 -1.814 0.03 -0.05 0.01 0.1575
H 1.446 6.260 1.597 0.00 0.00 0.00 0.1087
C 1.571 5.186 1.625 -0.04 0.00 0.00 -0.0636
C -1.394 -1.090 3.307 -0.08 0.00 0.02 -0.1523
H 1.328 2.123 -1.218 0.02 0.00 0.00 0.0366
Zr -0.865 -0.685 -0.046 -1.47 0.25 0.79 1.2693
H 0.093 0.614 6.441 0.00 0.00 0.00 0.1087
H -0.139 -2.155 -3.429 0.01 0.00 0.01 0.0442
H -2.133 1.917 -2.523 0.00 -0.01 0.01 0.0796
H -0.120 -0.131 -5.747 0.01 0.00 -0.01 0.0562
H 1.913 2.913 -2.684 -0.01 0.01 0.00 0.0783
C 0.251 -1.000 -5.205 -0.02 -0.01 0.02 -0.1375
F 4.516 0.565 -0.038 -0.05 0.00 -0.04 0.1529
N -0.453 0.494 1.865 0.34 -0.70 -0.32 -0.2544
H -2.201 0.690 -5.348 0.01 0.00 -0.01 0.0678
C -0.080 0.676 4.295 -0.02 0.05 -0.08 0.0076
H -2.988 2.168 -4.810 0.01 0.00 -0.03 0.0778
C -2.699 -2.652 2.268 0.15 0.20 0.02 -0.1703
C 0.811 1.116 -3.076 0.12 -0.26 0.02 -0.3749
O 0.195 -2.722 0.887 -0.46 0.47 0.23 -0.3767
C -0.610 0.077 3.186 -0.03 -0.04 0.10 -0.2494
N -1.902 -1.608 2.150 -0.08 -0.54 0.10 -0.0232
C 1.906 2.421 1.713 0.00 0.05 0.02 -0.0647
H 1.675 0.447 -3.019 -0.03 0.00 0.01 0.0685
S -0.758 1.940 1.356 0.13 0.52 -0.39 0.5751
N 2.531 -2.658 -0.002 0.22 -0.33 0.04 -0.2611
H 2.015 1.346 1.768 0.01 0.01 0.00 0.0794
Te -4.078 -2.077 -2.913 -0.47 0.11 0.00 0.2870
H 0.212 3.033 -2.226 0.00 0.00 0.01 0.0732
H -0.541 4.764 1.452 0.01 0.02 0.00 0.1195
S 1.060 -3.134 -0.215 0.29 -0.18 -0.07 0.5960
H -2.694 -3.216 5.610 -0.01 0.00 0.00 0.1226
F -0.009 -5.465 -0.064 -0.01 0.01 0.00 0.1705
H 0.523 1.569 4.192 0.00 0.00 0.01 0.1151
S 2.608 -1.135 0.363 0.28 0.38 0.00 0.6322
H -1.582 -1.531 -4.169 0.08 0.03 0.00 -0.0087
C -0.327 0.128 5.571 0.01 0.00 0.06 -0.0593
F 1.834 -5.413 -1.199 0.04 0.04 0.00 0.1717
C -1.648 -1.630 4.582 0.08 0.13 -0.09 -0.1417
H 3.702 5.284 1.824 -0.01 0.00 0.00 0.1070
Se -2.734 -2.589 -0.957 1.15 -0.82 -0.41 -0.1269
H -3.669 -4.116 3.498 0.00 0.00 0.00 0.1127
Se -3.590 -0.023 0.201 0.28 0.90 1.16 -0.1500
H 3.996 2.832 1.919 0.00 0.00 0.00 0.1096
C -1.086 -0.996 5.718 -0.01 -0.02 0.01 -0.0298
C 0.646 2.987 1.575 -0.02 -0.08 0.10 -0.2760
O -0.769 1.632 -0.098 -0.09 -0.38 -0.50 -0.5019
F 1.893 -5.309 0.964 -0.04 0.00 0.00 0.1703
O 0.495 -2.786 -1.482 -0.08 -0.05 -0.52 -0.3477
C -2.479 -2.765 4.649 -0.04 -0.05 0.01 0.0064
H 0.173 -1.861 -5.871 0.00 0.00 -0.01 0.0767
C 1.076 2.367 -2.246 -0.06 0.01 -0.04 -0.1345
C 3.008 3.257 1.805 -0.03 0.00 -0.01 -0.0565
```
Positions in Å, forces in eV/Å.

Calculated values
Orbital gap (eV): 5.6
Energy (eV): -245690.41692
HOMO (eV): -6.379
Multiplicity: 1
Energy above the lowest of the compared OMol25 structures with the same formula, charge and spin (kcal/mol): 0.0

---

The following is a quantum chemistry calculation of 5 unconnected molecules or ions with the total composition C25H44IN3O9 at a distorted geometry, from the OMol25 dataset.

```
82
Properties=species:S:1:pos:R:3:forces:R:3:lowdin_charge:R:1
C -6.386 2.760 2.212 -0.03 -0.17 0.19 -0.1079
H 9.280 -3.134 -1.848 0.00 0.03 0.09 0.0876
C 4.348 -4.107 -5.776 0.18 0.54 -0.23 -0.1911
C 2.194 -0.351 1.506 2.42 -2.26 -1.37 0.0041
H 4.273 -5.122 -5.369 0.11 0.13 0.02 0.1259
O 5.049 -4.108 -7.024 0.13 -0.26 0.43 -0.1961
H -2.710 4.691 2.885 -0.02 -0.05 0.01 0.1223
O -5.252 2.477 3.025 0.07 0.34 -0.36 -0.2071
C -4.052 3.056 2.502 -0.02 -0.03 0.64 -0.2082
C -12.760 3.353 4.331 -0.19 0.07 -0.10 -0.1114
H -2.217 -3.544 -0.512 2.35 1.59 0.91 0.1143
H -11.487 2.906 1.752 0.04 0.05 0.00 0.0840
H -12.095 6.368 3.537 0.04 -0.01 0.00 0.1224
H -3.559 4.131 4.335 -0.10 -0.06 -0.11 0.1250
O -12.781 4.451 3.427 0.46 -0.08 0.24 -0.1962
H 4.692 -0.241 1.684 -2.34 -1.15 -0.86 0.0919
N 0.082 -3.470 -0.421 -2.21 5.49 3.11 0.0665
C 5.006 -3.158 -4.769 -0.03 -0.61 0.15 -0.1854
H 5.066 -2.139 -5.169 0.02 -0.15 -0.07 0.1269
C -1.534 -1.498 0.628 3.52 -0.19 0.11 -0.6205
H -6.447 3.819 1.952 0.03 -0.03 0.00 0.0867
C -10.582 5.152 2.615 0.15 -0.16 0.60 -0.1921
C -10.397 2.924 1.828 0.18 -0.01 0.15 -0.1126
H -11.306 5.259 4.669 0.04 -0.07 -0.15 0.1249
H -10.056 1.936 2.148 0.03 0.17 0.02 0.0881
H 2.035 0.648 2.119 0.14 -2.40 -1.51 0.0971
C 2.697 -5.359 0.291 -2.85 -4.01 4.98 -0.1496
H -5.020 6.012 4.961 -0.06 -0.04 0.10 0.0860
H 9.666 0.771 -2.554 -0.10 -0.01 -0.07 0.0883
O -4.626 5.373 3.035 -0.03 -0.38 0.36 -0.1961
H 7.580 -3.451 -2.244 -0.01 0.05 0.18 0.0719
C 8.849 -1.828 0.324 -0.40 0.45 -0.23 -0.1932
H 8.598 -0.663 -2.549 0.00 0.01 0.06 0.0744
H 3.333 -3.752 -5.981 0.02 0.00 0.05 0.1233
C 4.042 -2.235 0.450 -4.94 0.38 0.00 0.0454
N -0.472 -0.596 1.190 -0.05 -6.26 -3.52 0.0134
H 8.800 0.256 -0.314 -0.01 -0.16 -0.02 0.1241
C -1.283 -2.909 -0.140 3.16 0.88 0.51 -0.0945
H -6.343 2.157 1.298 -0.05 0.08 -0.10 0.0832
H -4.148 3.252 1.427 -0.03 0.08 0.13 0.1251
H 8.317 -4.255 -0.841 0.10 -0.06 -0.04 0.0912
H 10.232 -0.209 0.619 -0.04 -0.01 0.01 0.1227
C 2.727 -3.057 -0.090 1.15 3.17 1.83 -0.1244
O 6.300 -3.631 -4.380 -0.05 0.29 -0.42 -0.2119
H 4.393 -3.128 -3.863 -0.01 0.00 -0.05 0.1204
O 7.844 -2.257 -0.601 0.44 -0.02 0.10 -0.2110
C 9.635 -0.323 -2.512 0.23 -0.02 0.02 -0.1115
H 8.342 -1.624 1.273 0.06 0.02 0.01 0.1200
H -13.076 3.688 5.325 0.07 -0.10 0.04 0.0874
C 0.878 -1.197 0.922 1.59 0.09 0.12 -0.1382
O 10.302 -0.776 -1.339 -0.53 0.09 0.05 -0.1936
H -13.469 2.601 3.973 0.04 0.19 -0.02 0.0895
H 9.583 -2.624 0.501 -0.02 0.12 -0.11 0.1264
C 1.168 -2.583 0.120 0.16 0.33 0.30 -0.0859
H -6.356 6.161 3.798 0.17 -0.05 -0.04 0.0863
H 5.114 -2.667 0.236 -2.36 1.02 0.47 0.1025
C 8.292 -3.329 -1.423 -0.26 -0.04 -0.14 -0.0963
H -7.285 2.487 2.770 0.17 0.02 -0.01 0.0838
C -3.673 4.330 3.262 -0.21 0.10 -0.61 -0.1927
O -9.946 3.881 2.781 -0.42 0.08 -0.27 -0.2078
C -11.694 5.356 3.648 -0.21 -0.09 -0.59 -0.1940
H 10.163 -0.721 -3.382 0.03 0.03 0.18 0.0901
H 6.545 -5.085 -8.027 -0.17 0.06 0.07 0.0893
H 5.265 -6.133 -7.375 0.10 -0.07 0.05 0.0877
C 5.883 -5.251 -7.173 -0.09 0.11 -0.18 -0.1115
H -11.770 2.894 4.394 0.01 0.06 0.00 0.0822
C 3.756 -0.822 1.273 -4.13 -2.25 -1.35 -0.0340
I -3.637 -0.828 0.877 2.10 -0.62 -0.19 0.7283
H -9.962 3.145 0.850 -0.08 -0.05 -0.09 0.0877
O 2.954 -4.358 -0.798 -1.28 -1.08 5.35 -0.0943
H -10.966 5.267 1.594 -0.06 -0.06 0.14 0.1258
H 7.458 -1.935 -4.620 0.05 0.09 -0.09 0.0804
N 2.318 -6.164 1.260 3.64 7.35 -8.94 0.1092
C 7.350 -2.937 -5.047 0.01 -0.17 0.15 -0.1118
H 8.280 -3.489 -4.886 -0.15 0.02 0.07 0.0918
C -5.530 5.524 4.125 0.03 0.12 -0.19 -0.1094
C 9.533 -0.544 -0.155 0.37 -0.52 -0.04 -0.1938
H 6.497 -5.428 -6.287 -0.05 0.01 0.02 0.0820
H -5.940 4.565 4.451 0.05 0.01 -0.02 0.0843
H -3.257 2.316 2.638 0.02 0.03 -0.02 0.1056
H 7.172 -2.863 -6.123 -0.05 0.01 0.05 0.0860
H -9.813 5.916 2.771 -0.05 0.00 0.00 0.1207
```
Positions in Å, forces in eV/Å.

Calculated values
SMILES string: N#COc1cccc2nc(I)cnc12.COCCOC.COCCOC.COCCOC.COCCOC
Orbital gap (eV): 7.1
Energy (eV): -57617.75290
HOMO (eV): -8.917
Multiplicity: 1
Energy above the lowest of the compared OMol25 structures with the same formula, charge and spin (kcal/mol): 293.7